Entry from OMol25: a molecular structure, C9H7N2O4Tc (the ωB97M-V functional and the def2-TZVPD basis).

The geometry in XYZ format:
```
23
Properties=species:S:1:pos:R:3:forces:R:3
Tc -1.562 -0.481 -0.748 0.2 -0.6 -0.2
O -0.180 3.336 -1.199 0.1 0.0 0.0
C -0.386 2.098 -1.052 -0.4 0.1 0.0
O -1.531 1.567 -0.928 0.2 0.2 0.0
C 0.778 1.180 -1.050 0.0 -0.2 0.0
C 2.112 1.451 -1.200 0.2 -0.1 0.0
C 3.012 0.361 -1.243 -0.1 0.2 0.0
C 2.550 -0.951 -1.175 0.0 -0.2 0.0
C 1.190 -1.162 -1.029 0.1 0.4 0.1
N 0.356 -0.111 -0.946 -0.1 0.1 0.1
C 0.462 -2.473 -1.020 0.1 -0.5 -0.4
O 0.902 -3.541 -1.171 -0.1 0.1 0.2
O -0.938 -2.209 -0.929 -0.3 0.3 0.0
H -0.982 3.905 -1.220 0.0 0.0 0.0
H 2.459 2.474 -1.298 0.0 0.0 0.0
H 4.073 0.554 -1.355 0.0 0.0 0.0
H 3.218 -1.804 -1.247 0.0 0.0 0.0
C -2.742 -0.746 3.600 0.0 0.0 -0.1
C -2.283 -0.598 2.249 0.0 -0.1 0.2
N -1.917 -0.486 1.155 -0.1 0.2 0.2
H -2.111 -1.478 4.117 0.0 0.0 0.0
H -3.778 -1.108 3.579 0.0 0.0 0.0
H -2.701 0.222 4.108 0.0 0.0 0.0
```
Positions in Å, forces in eV/Å.

- Kohn-Sham gap (alpha / beta) (eV) = 7.7739 / 7.1923
- calculated total energy (Ha) = -837.2222
- energy relative to the best compared isomer or geometry (same formula, charge and spin) (eV) = 0.609
- expectation value of S² = 3.772
- total charge = +3
- LUMO energy (alpha / beta) (Eh) = -0.54375 / -0.56616
- spin multiplicity = 4

=====

Entry from OMol25: 2 unconnected molecules or ions with the total composition C9H7N3O3 at a distorted geometry (the ωB97M-V functional and the def2-TZVPD basis).

The geometry in XYZ format:
```
22
Properties=species:S:1:pos:R:3:forces:R:3
C -3.189 -0.949 0.214 0.9 1.4 -0.2
C -2.660 -0.140 1.194 1.6 1.4 1.0
C -2.634 -0.948 -1.026 2.8 1.3 -0.4
C -1.492 0.624 0.974 -0.4 -0.1 2.1
C -1.408 -0.280 -1.206 -0.6 -2.2 -1.9
C 3.205 -1.085 -0.727 0.5 0.1 0.0
C -0.770 0.486 -0.219 -0.4 0.6 -0.1
C 2.448 -0.305 0.181 0.9 -1.9 1.8
C 0.399 1.185 -0.501 0.5 1.4 1.5
N 4.096 -1.758 -0.004 -1.3 0.3 -1.7
N 2.752 -0.657 1.402 -0.7 1.4 -1.1
N 1.075 2.250 0.321 -2.3 -0.3 -3.1
O 1.664 3.034 -0.427 0.6 -0.3 0.8
O 0.810 2.425 1.469 0.3 0.0 1.6
O 3.786 -1.505 1.273 0.6 -0.3 0.7
H -4.026 -1.503 0.322 -2.6 -1.6 0.9
H -3.066 -0.059 2.202 -0.3 -0.2 -0.4
H -2.977 -1.476 -1.885 -0.6 -0.5 -0.2
H -1.042 1.266 1.791 -0.9 -0.9 -1.1
H -0.976 -0.632 -2.168 0.4 1.2 0.7
H 3.039 -1.133 -1.806 0.7 -0.1 0.5
H 0.966 1.160 -1.374 0.3 -0.4 -1.5
```
Positions in Å, forces in eV/Å.

- Kohn-Sham gap (alpha / beta) (eV) = 8.3585 / 6.9116
- calculated total energy (Ha) = -736.7710
- expectation value of S² = 2.047
- LUMO energy (alpha / beta) (Eh) = 0.00424 / -0.11194
- spin multiplicity = 3

=====

Entry from OMol25: a single C9H7NO molecule at a distorted geometry (the ωB97M-V functional and the def2-TZVPD basis).

The geometry in XYZ format:
```
18
Properties=species:S:1:pos:R:3:forces:R:3
C -1.686 1.802 0.138 2.1 1.9 -1.3
C -2.846 1.207 0.052 -2.3 -0.9 0.4
C -1.192 -0.428 -0.021 4.8 -1.1 -0.1
C -0.532 0.816 -0.074 -1.5 -0.6 1.4
C 0.880 1.082 -0.026 -1.1 0.6 0.4
C -2.664 -0.279 -0.066 0.8 1.3 0.7
C -0.286 -1.566 0.099 -1.7 -0.1 -1.9
C 1.061 -1.299 0.039 0.2 -0.6 1.0
C 3.074 0.096 -0.039 -0.1 -3.8 0.3
N 1.608 -0.048 0.102 -0.8 0.7 -0.3
O -3.464 -1.158 -0.073 -1.0 -0.8 -0.2
H -1.548 2.904 0.200 0.0 -1.0 0.2
H -3.847 1.597 0.231 0.4 0.2 -0.3
H -0.649 -2.634 -0.098 0.6 1.7 0.8
H 1.799 -2.096 0.022 -0.3 -0.1 0.0
H 3.277 0.888 -0.667 0.4 1.9 -0.8
H 3.793 -0.064 0.801 -1.3 0.8 0.0
H 3.222 -0.819 -0.617 1.0 0.2 -0.4
```
Positions in Å, forces in eV/Å.

- Kohn-Sham gap (eV) = 7.1530
- calculated total energy (Ha) = -477.0135
- energy relative to the best compared isomer or geometry (same formula, charge and spin) (eV) = 3.971
- LUMO energy (Eh) = -0.03836

=====

Entry from OMol25: a single C9H7NO3S molecule at a distorted geometry (the ωB97M-V functional and the def2-TZVPD basis).

The geometry in XYZ format:
```
21
Properties=species:S:1:pos:R:3:forces:R:3
C 2.496 -1.111 -0.357 -2.2 1.7 1.3
C 2.648 0.235 -0.682 -2.7 -1.3 2.4
C 1.418 -1.522 0.425 -0.5 2.4 -1.7
C 1.714 1.123 -0.230 -0.2 2.4 -1.5
C 0.312 -0.604 0.749 3.6 -1.9 -1.0
C 0.521 0.740 0.358 -0.4 -1.1 0.8
C -2.268 0.521 -0.231 -3.4 -3.7 -0.7
C -1.772 1.702 0.214 1.6 3.1 -0.7
C -0.670 -1.198 1.639 -1.2 0.4 0.9
N -0.400 1.764 0.497 -2.1 -0.8 0.9
O -2.456 2.726 0.026 0.9 -1.1 0.9
O -3.268 -1.054 -2.167 -2.1 0.0 2.2
O -0.865 -2.349 1.956 0.8 -0.2 -0.8
S -3.382 -0.558 -0.451 2.5 1.1 -2.1
H 3.191 -1.750 -0.746 1.6 -1.9 -0.6
H 3.446 0.493 -1.226 2.9 1.3 -2.0
H 1.377 -2.557 0.583 -0.6 -1.2 0.8
H 1.706 2.228 -0.548 0.5 -1.8 0.5
H -1.285 -0.476 2.139 -0.7 1.0 0.5
H -0.069 2.685 0.570 0.5 1.3 0.1
H -2.394 -1.038 -2.519 1.4 0.3 0.0
```
Positions in Å, forces in eV/Å.

- Kohn-Sham gap (eV) = 8.1762
- calculated total energy (Ha) = -1025.6878
- energy relative to the best compared isomer or geometry (same formula, charge and spin) (eV) = 0.824
- LUMO energy (Eh) = -0.04036

=====

Entry from OMol25: a molecular structure, C9H7NO6Pt (the ωB97M-V functional and the def2-TZVPD basis).

The geometry in XYZ format:
```
24
Properties=species:S:1:pos:R:3:forces:R:3
Pt -0.143 -1.499 -0.041 -0.3 0.0 0.2
O 3.237 0.599 -2.328 0.0 0.0 -0.1
C 2.386 -0.022 -1.507 0.0 0.1 0.0
O 2.068 -1.176 -1.621 0.0 -0.2 -0.1
C 1.902 0.854 -0.399 0.0 -0.1 -0.1
C 2.430 2.097 -0.126 -0.2 0.0 0.2
C 1.972 2.765 1.013 0.1 -0.1 -0.2
C 1.049 2.151 1.832 -0.1 -0.1 0.1
C 0.559 0.895 1.486 0.0 0.0 0.1
N 0.963 0.290 0.374 0.1 0.1 0.2
C -0.406 0.127 2.411 -0.1 0.3 -0.2
O -0.756 0.699 3.426 0.1 0.0 0.0
O -0.738 -1.044 2.015 0.2 -0.1 -0.1
H 3.517 -0.042 -3.000 0.0 0.0 0.0
H 3.182 2.524 -0.772 0.0 0.0 0.0
H 2.361 3.745 1.252 0.0 0.0 0.0
H 0.677 2.588 2.748 0.0 0.0 0.0
C -3.998 -2.719 -1.000 -0.1 0.0 0.0
O -2.632 -2.649 -0.553 0.1 0.1 -0.1
C -2.038 -1.452 -0.732 0.1 -0.1 0.0
O -2.596 -0.484 -1.163 0.0 0.0 -0.1
H -4.323 -3.732 -0.782 0.0 0.0 0.0
H -4.060 -2.519 -2.069 0.0 0.0 0.0
H -4.611 -1.996 -0.465 0.0 0.0 0.0
```
Positions in Å, forces in eV/Å.

- Kohn-Sham gap (alpha / beta) (eV) = 7.1043 / 8.0681
- calculated total energy (Ha) = -972.6336
- expectation value of S² = 2.005
- LUMO energy (alpha / beta) (Eh) = -0.03547 / -0.05697
- spin multiplicity = 3

=====

Entry from OMol25: 2 unconnected molecules or ions with the total composition C9H7O2S2 at a distorted geometry (the ωB97M-V functional and the def2-TZVPD basis).

The geometry in XYZ format:
```
20
Properties=species:S:1:pos:R:3:forces:R:3
C -2.201 0.630 0.832 -1.5 -0.9 2.3
C -1.643 1.279 -0.208 2.6 -0.2 0.2
C -1.569 -0.577 1.285 -1.3 1.7 -1.7
C -0.368 0.885 -0.711 -1.4 -0.3 -1.2
C -0.456 -0.992 0.633 1.8 -0.5 -0.3
C 0.263 -0.301 -0.387 -2.6 1.2 1.7
C 2.731 0.146 0.650 -1.7 -3.0 0.2
C 3.123 1.482 0.292 1.0 0.0 -0.4
C 1.563 -0.640 -0.864 1.4 -0.5 3.9
O 2.948 -0.618 1.558 -0.7 0.9 -0.6
O 2.624 2.561 0.304 -1.6 1.7 0.5
S 4.576 0.942 -0.334 1.8 -0.1 -1.0
S 2.090 -2.295 -0.723 -1.4 -1.4 -3.8
H -3.119 1.085 1.359 1.4 -1.0 -0.9
H -2.000 2.237 -0.426 -0.6 1.2 -0.9
H -2.079 -1.274 1.896 -0.2 -0.3 1.1
H -0.005 1.382 -1.581 0.5 0.9 -0.3
H -0.008 -1.892 0.964 0.3 -1.0 0.2
H 1.990 -0.104 -1.616 0.8 1.4 -2.3
H 2.598 -2.170 0.401 1.5 0.2 3.4
```
Positions in Å, forces in eV/Å.

- Kohn-Sham gap (eV) = 7.4374
- calculated total energy (Ha) = -1293.9891
- energy relative to the best compared isomer or geometry (same formula, charge and spin) (eV) = 0.000
- total charge = -1
- LUMO energy (Eh) = 0.11803

=====

Entry from OMol25: a molecular structure, C9H8AuN13O2 at a distorted geometry (the ωB97M-V functional and the def2-TZVPD basis).

The geometry in XYZ format:
```
33
Properties=species:S:1:pos:R:3:forces:R:3
Au -0.482 0.515 -0.843 -0.3 -0.5 -0.7
N -2.818 0.284 1.641 0.3 0.2 -0.1
C -3.144 0.005 0.346 0.0 -0.2 -0.3
N -4.357 -0.293 -0.054 -0.4 -0.2 -0.7
N -4.261 -0.553 -1.398 0.2 0.1 0.4
N -3.059 -0.426 -1.824 -0.4 0.1 1.1
N -2.324 -0.095 -0.717 0.3 0.1 -0.1
C -1.543 0.486 2.165 -0.3 -0.1 0.4
N -1.300 0.686 3.446 0.1 0.1 0.5
N 0.050 0.810 3.530 -0.6 -0.2 -1.0
N 0.566 0.684 2.345 -0.2 -0.1 0.1
N -0.443 0.466 1.454 0.8 0.0 0.3
H -3.581 0.299 2.294 -0.1 0.0 0.0
N 3.461 -0.091 -0.114 0.3 0.2 0.0
C 3.675 1.269 -0.227 0.1 -0.2 0.1
C 2.505 1.814 -0.637 -0.5 -0.5 0.0
N 1.586 0.789 -0.783 0.1 0.3 0.0
C 2.194 -0.342 -0.449 -0.1 0.3 -0.1
C 1.454 -1.583 -0.464 0.2 -0.3 0.1
N 0.182 -1.562 -0.786 0.0 0.6 0.0
C -0.310 -2.839 -0.654 -0.3 0.2 -0.1
C 0.711 -3.648 -0.268 0.1 0.0 0.0
N 1.826 -2.838 -0.158 -0.1 -0.1 0.1
H 4.135 -0.762 0.205 0.1 0.0 0.0
H 4.630 1.718 -0.009 -0.1 -0.1 0.0
H 2.236 2.832 -0.824 -0.1 0.2 -0.1
H -1.348 -3.074 -0.840 0.2 0.1 0.0
H 0.745 -4.708 -0.070 0.0 0.2 0.0
H 2.730 -3.138 0.157 0.1 0.0 0.0
O 0.284 3.531 -1.860 0.0 -0.3 0.3
C -0.890 3.353 -1.613 0.3 -0.4 -0.4
O -1.495 2.246 -1.264 0.6 0.4 0.0
H -1.615 4.163 -1.726 -0.3 0.2 0.1
```
Positions in Å, forces in eV/Å.

- Kohn-Sham gap (eV) = 6.3762
- calculated total energy (Ha) = -1345.6655
- energy relative to the best compared isomer or geometry (same formula, charge and spin) (eV) = 1.752
- LUMO energy (Eh) = -0.06460

=====

Entry from OMol25: a single C9H8BrN3O2 molecule at a distorted geometry (the ωB97M-V functional and the def2-TZVPD basis).

The geometry in XYZ format:
```
23
Properties=species:S:1:pos:R:3:forces:R:3
C -0.712 0.472 -3.583 -0.8 1.4 0.4
C 0.336 0.125 -2.867 0.1 -0.2 2.5
C -1.866 1.414 -1.592 0.7 -0.3 -3.4
C -0.402 1.257 0.535 -0.4 -0.8 -2.0
C -0.710 1.076 -0.797 -0.7 0.4 1.8
C -1.838 1.209 -2.971 -0.1 -0.8 1.6
C 0.419 0.346 -1.428 -1.9 1.2 0.4
C 0.991 0.702 0.689 -0.2 0.6 0.2
C 0.572 -1.247 1.941 -0.1 -1.8 0.6
N 1.292 0.039 -0.568 2.4 -1.1 0.0
N 1.235 0.051 1.932 -4.3 0.4 -1.3
N 1.899 2.012 0.570 -1.8 0.7 -1.0
O 2.673 2.270 1.450 0.2 -0.2 -0.3
O 1.570 2.710 -0.389 1.6 -0.4 1.3
Br -3.397 1.566 -4.096 1.2 -0.1 0.8
H -0.597 0.296 -4.620 -0.7 -0.1 -1.0
H 1.123 -0.410 -3.249 1.8 -1.1 -1.3
H -2.727 1.878 -1.236 -1.2 0.7 1.0
H -0.919 1.660 1.394 -0.2 0.2 -0.3
H -0.519 -1.297 2.141 0.3 1.2 -0.3
H 0.689 -1.579 0.865 0.0 -1.1 1.5
H 0.865 -1.948 2.852 0.4 1.3 -2.4
H 2.123 0.119 2.236 3.6 -0.1 1.1
```
Positions in Å, forces in eV/Å.

- Kohn-Sham gap (alpha / beta) (eV) = 7.2672 / 7.2670
- structure (SMILES) = CN[C@]1([N+](=O)[O-])C=c2cc(Br)ccc2=N1
- calculated total energy (Ha) = -3236.3234
- energy relative to the best compared isomer or geometry (same formula, charge and spin) (eV) = 5.670
- LUMO energy (alpha / beta) (Eh) = -0.05229 / -0.05234

=====

Entry from OMol25: a single C9H8BrN3O2 molecule at a distorted geometry (the ωB97M-V functional and the def2-TZVPD basis).

The geometry in XYZ format:
```
23
Properties=species:S:1:pos:R:3:forces:R:3
C 2.714 1.353 0.014 -2.4 -1.6 -0.3
C 1.336 1.393 -0.239 0.0 -0.9 -0.3
C 2.707 -1.069 -0.067 2.0 -0.6 0.6
C 0.393 -2.131 -0.371 -1.7 2.3 -0.2
C 1.335 -1.074 -0.283 0.3 1.6 -0.3
C 3.392 0.166 0.109 0.1 -1.7 -0.5
C 0.659 0.228 -0.457 0.3 -3.8 0.7
C -1.737 1.239 -0.673 -0.4 -3.0 1.0
C -3.153 -0.004 0.976 1.4 0.2 0.2
N -0.688 -0.079 -0.640 0.3 1.2 0.3
N -2.733 1.135 0.227 0.0 -0.2 -0.4
N -0.818 -1.482 -0.596 0.3 -0.6 0.2
O -1.956 -1.971 -0.800 0.4 -0.2 0.1
O -1.424 2.071 -1.434 0.3 0.9 -0.3
Br 5.338 0.153 0.379 -1.3 0.0 -0.1
H 3.126 2.250 0.184 1.9 3.0 0.5
H 0.675 2.216 -0.298 0.4 1.5 0.1
H 3.318 -2.035 0.029 -1.1 1.5 -0.2
H 0.520 -3.200 -0.168 -0.6 0.7 -0.5
H -3.944 0.078 1.652 -1.8 1.1 0.3
H -3.234 -0.830 0.398 -0.7 -2.5 -1.8
H -2.393 -0.201 1.623 2.5 -1.0 2.0
H -3.432 1.796 0.435 0.0 2.1 -1.1
```
Positions in Å, forces in eV/Å.

- Kohn-Sham gap (alpha / beta) (eV) = 8.3812 / 8.3809
- structure (SMILES) = CNC(=O)n1c2ccc(Br)cc2c[n+]1[O-]
- calculated total energy (Ha) = -3236.3804
- energy relative to the best compared isomer or geometry (same formula, charge and spin) (eV) = 4.119
- LUMO energy (alpha / beta) (Eh) = 0.01108 / 0.01112

=====

Entry from OMol25: a single C9H8BrNO molecule at a distorted geometry (the ωB97M-V functional and the def2-TZVPD basis).

The geometry in XYZ format:
```
20
Properties=species:S:1:pos:R:3:forces:R:3
C 2.527 -0.949 0.542 -1.9 -1.2 -2.1
C 1.983 -1.873 -0.411 0.1 0.1 0.6
C 1.781 0.099 0.992 -0.5 -0.4 -0.4
C 0.661 -1.764 -0.789 1.5 1.6 1.9
C 0.445 0.144 0.514 0.4 3.5 3.2
C -0.092 -0.767 -0.263 -0.6 0.0 -0.9
C -1.029 2.044 0.000 1.2 2.2 0.3
C -0.352 1.355 1.166 1.4 1.1 -1.5
C -2.560 0.510 -0.768 -0.9 -2.4 0.6
N -1.869 1.555 -0.863 -0.1 -0.1 0.0
O -3.101 -0.097 -1.822 0.2 -0.3 -0.9
Br -3.190 -0.539 0.753 0.1 0.7 0.3
H 3.455 -1.060 0.935 2.8 -0.5 0.8
H 2.403 -2.779 -0.874 0.9 0.7 0.7
H 2.225 0.810 1.725 -0.7 -0.5 -0.7
H 0.320 -2.489 -1.371 -1.8 -2.9 -2.7
H -0.681 3.005 -0.455 0.4 -0.6 1.3
H -1.047 0.871 1.861 0.2 0.7 0.3
H 0.497 2.104 1.585 -2.5 -1.8 -0.5
H -2.373 -0.179 -2.457 -0.4 0.2 -0.3
```
Positions in Å, forces in eV/Å.

- Kohn-Sham gap (alpha / beta) (eV) = 6.7458 / 8.6170
- calculated total energy (Ha) = -3051.5677
- energy relative to the best compared isomer or geometry (same formula, charge and spin) (eV) = 3.083
- LUMO energy (alpha / beta) (Eh) = -0.02313 / -0.01107

=====

Entry from OMol25: a molecular structure, C9H8ClNO at a distorted geometry (the ωB97M-V functional and the def2-TZVPD basis).

The geometry in XYZ format:
```
20
Properties=species:S:1:pos:R:3:forces:R:3
C 2.911 -0.171 -0.720 -1.2 -0.9 0.3
C 1.835 0.616 -0.776 0.8 -0.7 0.1
C -0.440 1.207 -0.220 0.5 1.4 -1.0
C -0.833 -1.533 0.506 -2.6 0.8 -0.1
C 2.659 -1.530 -0.273 -1.5 0.8 -0.1
C 0.521 0.263 -0.355 -0.7 -1.1 0.8
C 0.409 -1.224 0.079 -2.5 3.1 -0.8
C -1.846 1.066 0.318 2.9 -2.1 2.5
C -2.339 -0.374 0.256 4.8 -1.8 0.3
N 1.501 -2.036 -0.001 1.2 -0.5 1.0
O -3.250 -0.684 1.193 -1.6 -0.9 -0.5
Cl -2.962 -0.668 -1.437 0.2 -0.2 0.6
H 3.840 0.185 -1.121 0.4 -0.2 0.2
H 2.069 1.533 -1.166 -0.2 2.6 -0.9
H -0.152 2.278 -0.534 -0.4 -1.8 0.6
H -1.153 -2.418 1.094 0.4 0.4 -0.8
H 3.461 -2.174 -0.164 1.6 -1.4 -0.1
H -1.783 1.475 1.383 -0.6 -0.6 -1.2
H -2.535 1.504 -0.275 -2.0 2.6 -1.6
H -3.840 -1.356 0.767 0.5 0.6 0.9
```
Positions in Å, forces in eV/Å.

- Kohn-Sham gap (alpha / beta) (eV) = 7.4334 / 7.4341
- calculated total energy (Ha) = -937.8146
- energy relative to the best compared isomer or geometry (same formula, charge and spin) (eV) = 2.776
- LUMO energy (alpha / beta) (Eh) = -0.01844 / -0.01843

=====

Entry from OMol25: a single C9H8ClNO3 molecule at a distorted geometry (the ωB97M-V functional and the def2-TZVPD basis).

The geometry in XYZ format:
```
22
Properties=species:S:1:pos:R:3:forces:R:3
C 3.337 0.905 -0.273 -1.0 -0.5 -0.2
C 2.213 0.433 -1.205 0.8 0.9 0.4
C 3.198 1.355 0.956 -0.3 -0.2 -0.3
C 0.651 -1.442 -0.753 -1.1 0.7 0.2
C -1.080 -0.489 1.731 0.5 0.3 -1.4
C -1.340 0.902 1.300 0.4 2.1 1.8
C 2.113 -1.210 -1.312 -1.1 1.5 -1.1
C -1.141 -0.105 0.250 1.7 0.2 1.1
C 0.894 1.019 -0.693 1.3 -8.0 -1.0
N 0.137 -0.163 -0.408 -0.5 0.1 -0.1
O 3.019 1.778 2.020 0.2 0.0 -0.3
O -0.062 -2.422 -0.616 2.0 1.0 -0.5
O 0.552 2.100 -0.584 -1.4 5.3 0.6
Cl 3.330 -2.026 -0.297 -0.5 -0.1 -0.5
H 4.220 0.452 -0.623 1.5 0.2 0.3
H 2.400 1.007 -2.134 0.0 -1.0 -0.1
H -0.033 -0.656 1.970 -0.4 -0.3 0.6
H -1.866 -1.069 2.121 -0.5 -0.8 0.6
H -2.334 1.296 1.357 -0.6 -0.2 0.1
H -0.670 1.687 1.735 -0.1 -0.9 -1.3
H 2.182 -1.548 -2.421 0.0 0.4 2.1
H -2.016 -0.341 -0.277 -0.7 -0.5 -1.0
```
Positions in Å, forces in eV/Å.

- Kohn-Sham gap (eV) = 9.8131
- structure (SMILES) = O=C=C[C@@H]1C(=O)N(C2CC2)C(=O)[C@@H]1Cl
- calculated total energy (Ha) = -1088.3451
- energy relative to the best compared isomer or geometry (same formula, charge and spin) (eV) = 0.000
- LUMO energy (Eh) = 0.01681